Version a
Below is a cluster of 2 separate species, C9H14 in total, with properties calculated with ωB97M-V/def2-TZVPD.

- Total charge: 0
- Frontier orbital gap: 9.918 eV
- E_HOMO: -8.9 eV
- SMILES string: Cc1ccccc1.CC

The geometry in XYZ format:
```
23
Properties=species:S:1:pos:R:3:nbo_charge:R:1
C -1.896 0.664 -0.842 -0.66
C -0.984 -0.496 -0.628 -0.01
C 0.323 -0.429 -0.919 -0.22
C 1.084 -1.478 -1.359 -0.21
C 0.674 -2.805 -1.277 -0.22
C -0.596 -2.946 -0.619 -0.21
C -1.434 -1.829 -0.247 -0.22
H -2.386 1.088 0.076 0.23
H -2.679 0.677 -1.678 0.24
H -1.338 1.515 -1.219 0.22
H 0.826 0.560 -0.814 0.21
H 1.829 -1.330 -2.081 0.21
H 1.125 -3.647 -1.716 0.22
H -1.039 -3.897 -0.403 0.21
H -2.503 -1.907 0.144 0.22
C 1.909 1.979 1.873 -0.58
C 0.363 2.118 1.417 -0.63
H 2.466 2.735 1.688 0.18
H 1.989 1.801 3.004 0.20
H 2.142 1.035 1.341 0.20
H 0.004 2.780 2.252 0.20
H 0.191 2.711 0.524 0.21
H -0.067 1.102 1.485 0.22
```

Version b
Below is a cluster of 2 separate species, C9H14 in total, with properties calculated with ωB97M-V/def2-TZVPD.

- Total charge: 0
- Frontier orbital gap: 10.054 eV
- E_HOMO: -9.0 eV
- SMILES string: Cc1ccccc1.CC

The geometry in XYZ format:
```
23
Properties=species:S:1:pos:R:3:nbo_charge:R:1
C 0.286 1.289 1.122 -0.63
C 0.446 1.288 -0.388 0.01
C -0.481 0.606 -1.179 -0.23
C -0.375 0.689 -2.552 -0.20
C 0.665 1.381 -3.174 -0.23
C 1.563 2.073 -2.374 -0.20
C 1.437 2.042 -0.992 -0.23
H -0.278 0.392 1.390 0.21
H -0.250 2.174 1.474 0.22
H 1.272 1.254 1.585 0.22
H -1.287 0.048 -0.713 0.21
H -1.084 0.223 -3.223 0.21
H 0.808 1.291 -4.240 0.21
H 2.376 2.586 -2.873 0.21
H 2.112 2.655 -0.398 0.21
C -0.147 -2.379 1.946 -0.61
C -1.642 -2.588 2.195 -0.61
H 0.412 -1.986 2.792 0.21
H 0.362 -3.305 1.687 0.21
H -0.073 -1.693 1.108 0.20
H -2.090 -1.845 2.860 0.21
H -1.859 -3.529 2.699 0.20
H -2.171 -2.665 1.246 0.20
```

Version c
Below is a cluster of 2 separate species, C9H14 in total, with properties calculated with ωB97M-V/def2-TZVPD.

- Total charge: 0
- Frontier orbital gap: 9.953 eV
- E_HOMO: -9.0 eV
- SMILES string: Cc1ccccc1.CC

The geometry in XYZ format:
```
23
Properties=species:S:1:pos:R:3:nbo_charge:R:1
C 1.167 -0.779 -2.358 -0.63
C 1.113 0.041 -1.049 -0.05
C 0.295 1.131 -0.859 -0.20
C 0.314 1.874 0.350 -0.22
C 1.446 1.675 1.173 -0.23
C 2.282 0.618 1.036 -0.22
C 2.059 -0.261 -0.063 -0.20
H 1.081 -1.929 -1.944 0.22
H 2.331 -0.779 -2.673 0.22
H 0.448 -0.531 -3.103 0.22
H -0.322 1.411 -1.822 0.21
H -0.203 2.880 0.369 0.22
H 1.452 2.268 2.105 0.21
H 3.193 0.393 1.601 0.22
H 2.876 -1.000 -0.412 0.20
C -3.728 -1.875 0.209 -0.61
C -3.258 -1.299 1.594 -0.63
H -4.773 -1.739 0.160 0.20
H -3.314 -1.266 -0.587 0.21
H -3.572 -2.945 0.180 0.21
H -2.880 -1.972 2.381 0.20
H -4.099 -0.887 2.128 0.21
H -2.350 -0.661 1.418 0.21
```

Version d
Below is a cluster of 2 separate species, C9H14 in total, with properties calculated with ωB97M-V/def2-TZVPD.

- Total charge: 0
- Frontier orbital gap: 10.027 eV
- E_HOMO: -9.0 eV
- SMILES string: Cc1ccccc1.CC

The geometry in XYZ format:
```
23
Properties=species:S:1:pos:R:3:nbo_charge:R:1
C -1.982 -0.581 2.083 -0.63
C -1.003 -0.792 0.944 -0.01
C -1.401 -0.571 -0.374 -0.21
C -0.438 -0.690 -1.371 -0.21
C 0.855 -1.068 -1.079 -0.23
C 1.216 -1.370 0.235 -0.20
C 0.246 -1.320 1.231 -0.22
H -2.889 -1.156 1.936 0.22
H -2.355 0.450 1.992 0.22
H -1.504 -0.693 3.051 0.22
H -2.427 -0.303 -0.592 0.21
H -0.744 -0.577 -2.400 0.21
H 1.660 -1.084 -1.793 0.21
H 2.254 -1.607 0.437 0.21
H 0.486 -1.558 2.263 0.21
C 1.803 2.327 -1.136 -0.60
C 0.435 2.672 -0.562 -0.62
H 2.451 2.116 -0.291 0.20
H 1.719 1.450 -1.771 0.20
H 2.270 3.082 -1.777 0.20
H 0.365 3.431 0.220 0.21
H 0.076 1.814 0.020 0.21
H -0.285 2.687 -1.365 0.20
```

So which one is most stable? That would be version b, about 0.0074 hartree below the next structure.

Version a
Below is a cluster of 2 separate species, C9H14 in total, with properties calculated with ωB97M-V/def2-TZVPD.

- Total charge: 0
- Frontier orbital gap: 9.938 eV
- E_HOMO: -9.0 eV
- SMILES string: Cc1ccccc1.CC

The geometry in XYZ format:
```
23
Properties=species:S:1:pos:R:3:nbo_charge:R:1
C 0.145 2.780 -0.279 -0.64
C 0.959 1.573 -0.670 -0.02
C 0.910 0.469 0.191 -0.21
C 1.358 -0.804 -0.165 -0.20
C 2.009 -0.898 -1.407 -0.22
C 2.215 0.216 -2.224 -0.21
C 1.702 1.434 -1.834 -0.20
H -0.840 2.628 -0.747 0.23
H 0.381 3.687 -0.852 0.22
H 0.183 3.001 0.773 0.23
H 0.154 0.494 0.960 0.19
H 1.217 -1.647 0.492 0.22
H 2.320 -1.872 -1.762 0.21
H 2.603 0.121 -3.228 0.22
H 1.872 2.320 -2.438 0.20
C -2.035 -1.144 1.125 -0.61
C -2.337 -2.212 2.192 -0.62
H -1.850 -1.827 0.286 0.20
H -2.769 -0.414 0.787 0.21
H -1.102 -0.612 1.217 0.20
H -1.652 -3.025 1.983 0.20
H -3.347 -2.517 2.430 0.22
H -2.097 -1.750 3.172 0.20
```

Version b
Below is a cluster of 2 separate species, C9H14 in total, with properties calculated with ωB97M-V/def2-TZVPD.

- Total charge: 0
- Frontier orbital gap: 10.034 eV
- E_HOMO: -9.0 eV
- SMILES string: Cc1ccccc1.CC

The geometry in XYZ format:
```
23
Properties=species:S:1:pos:R:3:nbo_charge:R:1
C 0.653 -0.134 2.571 -0.63
C 0.681 -0.955 1.316 -0.03
C 1.883 -1.396 0.745 -0.21
C 1.837 -1.964 -0.496 -0.21
C 0.582 -2.232 -1.089 -0.22
C -0.624 -1.823 -0.562 -0.22
C -0.532 -1.156 0.681 -0.20
H 0.350 0.894 2.382 0.22
H 1.659 -0.054 3.008 0.21
H 0.133 -0.597 3.410 0.22
H 2.848 -1.167 1.173 0.21
H 2.643 -2.358 -1.094 0.21
H 0.690 -2.600 -2.104 0.20
H -1.485 -1.926 -1.206 0.22
H -1.500 -0.846 1.060 0.21
C -0.821 1.782 -1.647 -0.61
C -1.585 2.803 -0.833 -0.61
H -1.157 0.763 -1.462 0.21
H -0.914 2.040 -2.704 0.20
H 0.250 1.761 -1.439 0.20
H -2.663 2.703 -1.015 0.20
H -1.299 3.845 -0.945 0.21
H -1.627 2.617 0.249 0.20
```

So which one is most stable? That would be version b, about 0.0187 hartree below the next structure.